1.
ORCA calculation (ωB97M-V/def2-TZVPD) on C25H25F4N4O2Pd as an isolated structure.

Structure (XYZ):
```
61
Properties=species:S:1:pos:R:3:forces:R:3:mulliken_charge:R:1
Pd -0.5200 -0.8562 -0.2925 -0.1 0.2 0.0 0.9496
C -3.5717 -2.4794 -0.8799 0.0 0.0 0.0 -1.3404
C -2.8293 -1.9444 -2.0908 0.0 0.0 0.0 -0.7650
N -1.9205 -0.7739 -1.8414 0.0 0.0 0.0 0.3528
C -1.2846 -0.3820 -3.1445 0.0 0.0 0.0 -0.3034
C -0.2244 -1.3551 -3.6233 0.0 0.0 0.0 -1.3462
C -2.7815 0.3250 -1.3142 0.0 0.0 0.0 -0.8639
C -2.0013 1.5926 -1.0279 0.0 0.0 0.0 -1.3951
N -0.6249 1.2290 -0.6113 -0.1 -0.1 0.0 0.6974
C 0.2866 2.1233 -0.4755 0.1 0.0 0.0 -0.7749
C 1.7005 1.7239 -0.3733 0.0 0.0 0.0 0.7975
F 1.9850 0.4620 -0.6761 0.0 0.0 0.0 -0.4356
C 2.6823 2.5745 -0.0794 0.0 0.0 0.0 -0.2716
F 3.9436 2.1878 -0.0545 0.0 0.0 0.0 -0.3467
C 2.4648 4.0316 0.1368 -0.1 0.2 0.0 0.7484
C 1.0411 4.4291 -0.0694 0.1 -0.1 0.0 -0.2400
F 0.8000 5.7063 0.0845 0.0 0.0 0.0 -0.2618
C 0.0656 3.5774 -0.3964 0.0 0.0 -0.1 0.9622
F -1.1603 4.0473 -0.5636 0.0 0.0 0.0 -0.2678
H -4.0254 -3.4326 -1.1511 0.0 0.0 0.0 0.4249
H -4.3853 -1.8294 -0.5645 0.0 0.0 0.0 0.4271
H -2.9168 -2.6548 -0.0257 0.0 0.0 0.0 0.2161
H -3.5472 -1.6118 -2.8461 0.0 0.0 0.0 0.4140
H -2.2415 -2.7183 -2.5690 0.0 0.0 0.0 0.4803
H -0.8348 0.5997 -3.0134 0.0 0.0 0.0 0.3011
H -2.0857 -0.2790 -3.8814 0.0 0.0 0.0 0.4215
H 0.5595 -1.4937 -2.8740 0.0 0.0 0.0 0.2776
H 0.2481 -0.9482 -4.5165 0.0 0.0 0.0 0.4615
H -0.6312 -2.3253 -3.9044 0.0 0.0 0.0 0.3565
H -3.2440 -0.0397 -0.3999 0.0 0.0 0.0 0.4086
H -3.5824 0.5357 -2.0287 0.0 0.0 0.0 0.4007
H -2.5102 2.1530 -0.2444 0.0 0.0 0.0 0.5195
H -1.9463 2.2334 -1.9057 0.0 0.0 0.0 0.5990
H 3.1073 4.5969 -0.5459 0.0 0.0 0.0 0.4725
O 3.5404 4.6008 3.4788 -0.2 0.0 0.0 -0.3374
C 2.8798 3.9918 2.5758 0.6 -0.4 0.0 0.8262
O 2.9490 4.5752 1.4386 -0.2 0.0 -0.1 -0.3055
C 2.2235 2.6792 2.7401 -0.2 0.1 0.0 -0.0485
C 0.8300 2.6118 2.6847 0.0 0.0 0.0 -0.9856
C 0.2359 1.3950 2.4172 0.0 -0.1 0.0 -0.5595
C 1.0397 0.2830 2.1701 0.0 0.0 0.0 -0.1267
C 2.4094 0.3205 2.4030 0.0 0.0 0.0 -0.1786
C 3.0125 1.5307 2.7030 0.0 0.1 0.0 -0.5214
N 0.4727 -0.8642 1.5419 0.0 0.0 0.1 0.0684
C 0.5504 -2.0181 2.0888 0.0 0.0 0.0 -0.2475
C 0.1333 -3.1722 1.3112 0.0 0.0 0.0 0.4355
C 0.3041 -4.4623 1.7617 0.0 0.0 0.0 -0.9003
C 0.0477 -5.5191 0.8880 0.0 0.0 0.0 -0.3887
C -0.3299 -5.2224 -0.4036 0.0 0.0 0.0 -1.0324
C -0.5010 -3.8911 -0.7798 0.0 0.0 0.0 -0.0772
N -0.3116 -2.8799 0.0588 0.0 0.0 0.0 0.1191
H 3.5084 4.1748 4.3560 -0.1 0.0 0.0 0.4599
H 0.2226 3.5009 2.8038 0.0 0.0 0.0 0.6183
H -0.8408 1.3170 2.3324 0.0 0.0 0.0 0.6382
H 3.0179 -0.5625 2.2545 0.0 0.0 0.0 0.5301
H 4.0906 1.5879 2.7919 0.0 0.0 0.0 0.5112
H 0.9674 -2.1497 3.0851 0.0 0.0 0.0 0.5102
H 0.6511 -4.6421 2.7707 0.0 0.0 0.0 0.4955
H 0.1698 -6.5439 1.2122 0.0 0.0 0.0 0.4856
H -0.5001 -6.0012 -1.1341 0.0 0.0 0.0 0.4715
H -0.7879 -3.6445 -1.7874 0.0 0.0 0.0 0.4633
```
Forces are in eV/Å.

Multiplicity ... 1
LUMO level ... -10.138 eV
Energy above the lowest of the compared OMol25 structures with the same formula, charge and spin ... 0.00 kJ/mol
Highest occupied orbital energy ... -18.512 eV
Total charge ... +3

2.
ORCA calculation (ωB97M-V/def2-TZVPD) on C5H11AgClNO10S2 as an isolated structure in a non-equilibrium geometry.

Structure (XYZ):
```
31
Properties=species:S:1:pos:R:3:forces:R:3:mulliken_spin:R:1
Ag 3.3312 -1.0526 -2.2510 -0.5 0.0 0.4 -0.0019
Cl 1.3009 -0.9892 -0.5804 0.0 -0.1 -0.7 0.5830
C 2.0735 -0.9121 2.9042 -0.5 -0.2 0.1 0.0021
N 2.0245 -2.0410 3.8858 0.1 -0.2 -0.4 -0.0002
O 0.9371 -2.5041 4.1514 -0.1 0.2 0.0 0.0007
O 3.0851 -2.4332 4.3076 0.2 0.0 0.2 0.0027
H 2.0159 0.0034 3.4858 0.1 0.1 -0.1 0.0005
H 1.1918 -1.0268 2.2806 0.0 0.1 0.0 0.0021
H 2.9902 -1.0059 2.3354 0.1 0.1 0.1 -0.0007
C 0.6388 2.5401 0.1919 0.2 -0.4 -0.3 -0.0020
C 0.5276 3.0588 1.6169 0.3 0.4 -0.1 -0.0003
O 0.8597 4.4496 1.5026 0.0 0.0 -0.3 0.0000
S 0.2915 5.0299 0.1220 -0.2 -0.3 0.5 -0.0002
O 1.2585 5.8822 -0.4376 0.4 0.3 -0.2 0.0002
O -1.0509 5.4348 0.2951 -0.3 0.1 0.0 0.0002
O 0.2931 3.6262 -0.6576 -0.1 0.0 -0.1 0.0009
H -0.0251 1.7014 -0.0159 -0.2 0.1 0.1 0.0018
H 1.6505 2.2165 -0.0704 0.1 0.2 0.2 0.0005
H 1.3018 2.6468 2.2571 -0.3 -0.2 0.2 -0.0001
H -0.4795 2.9494 2.0165 0.1 0.0 0.1 0.0001
C -1.4607 -3.2350 -2.0985 -0.4 0.1 -0.1 0.0173
C -1.9743 -1.9008 -1.5445 0.3 -0.7 0.2 0.0979
O -3.0072 -1.4882 -2.3703 0.1 0.2 0.5 0.1863
S -3.1015 -2.3973 -3.7178 0.7 -0.5 -0.5 -0.0202
O -3.0320 -1.5453 -4.8290 -0.1 0.2 -0.2 0.0146
O -4.1130 -3.3562 -3.5176 -0.4 0.0 0.2 0.0495
O -1.6732 -3.0929 -3.5056 0.1 0.3 0.0 0.0173
H -2.0676 -4.0793 -1.7598 0.1 0.0 0.3 0.0172
H -0.4081 -3.3674 -1.8812 0.0 -0.2 -0.2 -0.0023
H -1.1044 -1.1789 -1.6185 0.2 0.2 0.1 0.0199
H -2.2740 -1.9328 -0.4971 -0.1 0.2 0.0 0.0132
```
Forces are in eV/Å.

Multiplicity ... 2
LUMO level (spin up / spin down) ... -6.469 / -10.299 eV
Energy above the lowest of the compared OMol25 structures with the same formula, charge and spin ... 0.00 kJ/mol
Highest occupied orbital energy (spin up / spin down) ... -13.526 / -13.520 eV
Total charge ... +1

For the records above, the corresponding total energy values read -1863.492665; -2407.257653 Eh.